C43H37NO3SSbTl | wB97M-V/def2-TZVPD

```
87
Properties=species:S:1:pos:R:3
Tl -0.437 1.342 0.489
Sb 1.973 -1.245 0.172
S -2.200 2.798 3.548
O -4.103 0.715 -2.169
O -0.875 2.698 2.892
O -2.489 0.441 -0.661
N -0.870 2.112 -2.073
C -0.019 2.880 -2.784
C -0.744 -4.941 1.996
C -0.550 -3.786 2.733
C -3.626 4.435 0.105
C -2.016 1.750 -2.598
C 6.274 -3.021 1.847
C -5.441 4.381 1.679
C -3.726 -0.706 2.089
C -3.695 -1.522 3.207
C -2.890 0.310 4.542
C 1.217 3.231 -2.205
C -2.972 0.884 -1.737
C 4.687 -1.212 1.692
C -2.784 3.893 1.060
C -3.285 3.567 2.308
C 2.188 -1.901 -1.873
C 3.464 -2.004 -2.409
C -0.342 3.349 -4.085
C -2.888 1.109 3.408
C 5.442 -3.825 1.088
C 3.860 -2.021 0.917
C -3.315 0.612 2.189
C -4.606 3.828 2.634
C -2.401 2.130 -3.902
C 0.220 -2.741 2.239
C 1.737 4.567 -4.136
C 1.073 -1.960 -2.712
C 1.279 -2.178 -4.069
C -0.160 -5.069 0.748
C -3.285 -1.014 4.430
C 3.654 -2.219 -3.763
C 0.813 -2.879 0.987
C 2.553 -2.312 -4.595
C 4.291 0.194 2.035
C 0.621 -4.038 0.253
C 0.390 -1.496 3.054
C -4.957 4.668 0.411
C -1.575 2.931 -4.637
C 0.562 4.209 -4.739
C 4.238 -3.321 0.629
C -0.312 -1.741 -2.192
C 2.073 4.063 -2.869
C 5.893 -1.726 2.148
H -3.343 1.234 1.309
H 1.448 -1.276 3.201
H -4.014 -2.550 3.128
H 0.424 -2.223 -4.729
H -3.237 4.675 -0.873
H 5.055 0.672 2.643
H 3.353 0.201 2.590
H -2.590 0.719 5.497
H -1.353 -5.740 2.396
H 4.324 -1.900 -1.759
H -4.967 3.589 3.624
H 3.581 -3.941 0.034
H -6.472 4.587 1.923
H -1.055 -1.948 -2.959
H -1.734 3.733 0.846
H 1.076 -4.134 -0.726
H 2.684 -2.474 -5.656
H -4.079 -1.074 1.139
H 0.309 4.583 -5.720
H -0.532 -2.365 -1.328
H -1.835 3.256 -5.636
H 5.730 -4.839 0.851
H -0.077 -1.605 4.030
H -3.356 1.781 -4.266
H -0.436 -0.703 -1.880
H 4.655 -2.297 -4.166
H -5.616 5.080 -0.337
H -1.008 -3.689 3.708
H -3.286 -1.652 5.302
H 2.419 5.239 -4.633
H 4.152 0.778 1.124
H 7.220 -3.400 2.204
H 1.455 2.832 -1.226
H -0.315 -5.963 0.160
H -0.076 -0.644 2.552
H 6.541 -1.098 2.743
H 3.017 4.339 -2.424
```

The HOMO energy comes out at -7.93 eV. The LUMO energy is 0.03 eV. As for the net charge: 0. As for the relative energy (zero: lowest compared OMol25 entry of this formula, charge and spin): 12.2 kcal per mole. The largest force on an atom comes out at 1.37 eV/Å.